{
  "formula": "C20H30O5",
  "method": "the ωB97M-V functional and the def2-TZVPD basis",
  "elements": ["C", "C", "O", "C", "O", "C", "C", "C", "C", "O", "C", "C", "C", "C", "C", "C", "C", "C", "C", "C", "C", "O", "O", "C", "C", "H", "H", "H", "H", "H", "H", "H", "H", "H", "H", "H", "H", "H", "H", "H", "H", "H", "H", "H", "H", "H", "H", "H", "H", "H", "H", "H", "H", "H", "H"],
  "positions_angstrom": [[-1.568281, 0.766628, 1.997033], [-0.820396, 0.358150, 3.257582], [0.438345, -0.254396, 2.961048], [0.422966, -1.533316, 2.590229], [-0.572361, -2.188589, 2.433289], [1.836915, -2.066270, 2.424498], [1.983544, -2.978595, 1.203716], [2.236822, -2.213614, -0.090481], [1.046150, -1.359770, -0.514869], [1.381342, -0.744737, -1.740801], [0.481119, 0.103030, -2.314580], [0.900540, 0.742571, -3.481716], [0.067568, 1.623632, -4.135480], [-1.208087, 1.901387, -3.652311], [-2.122329, 2.871425, -4.358467], [-2.430829, 2.389080, -5.777888], [-1.520818, 4.283412, -4.382867], [-1.296916, 4.833388, -2.979758], [-1.616578, 1.256788, -2.495732], [-0.792223, 0.366197, -1.827333], [2.187344, -2.830546, 3.704510], [2.887987, -3.803066, 3.745464], [1.631084, -2.248038, 4.763235], [1.850358, -2.859979, 6.039569], [0.887675, -4.015309, 6.267652], [-1.854577, -0.118617, 1.434730], [-0.944585, 1.403189, 1.373215], [-2.466988, 1.312262, 2.269912], [-1.422555, -0.344716, 3.842052], [-0.567941, 1.228427, 3.866235], [2.523298, -1.215500, 2.367877], [1.074689, -3.577292, 1.112388], [2.818093, -3.656698, 1.390682], [2.445726, -2.922770, -0.892864], [3.110931, -1.568438, 0.015848], [0.834727, -0.591548, 0.241237], [0.155261, -1.992482, -0.629637], [1.889793, 0.528664, -3.855117], [0.420413, 2.104541, -5.035542], [-3.065522, 2.916684, -3.801927], [-1.528869, 2.369073, -6.384237], [-2.848496, 1.385046, -5.752356], [-3.149881, 3.051778, -6.254943], [-0.570867, 4.265111, -4.919916], [-2.198007, 4.944967, -4.928372], [-2.236152, 4.876109, -2.431986], [-0.880230, 5.837054, -3.025202], [-0.608114, 4.197016, -2.428505], [-2.603189, 1.449318, -2.097670], [-1.157814, -0.117607, -0.935871], [2.886267, -3.209983, 6.089897], [1.689967, -2.059901, 6.764853], [1.023505, -4.410759, 7.270096], [-0.139044, -3.676385, 6.152973], [1.079218, -4.806010, 5.546610]],
  "forces_ev_per_angstrom": [[0.29, -0.18, 0.20], [-0.51, 0.07, -0.01], [0.23, 0.24, -0.06], [0.20, 0.03, 0.01], [-0.12, -0.07, -0.04], [-0.10, -0.36, 0.01], [0.12, 0.16, -0.03], [-0.36, 0.12, -0.09], [0.11, -0.23, 0.21], [0.05, 0.11, -0.19], [-0.05, 0.12, -0.09], [0.08, -0.14, 0.14], [-0.02, -0.05, 0.08], [-0.29, -0.01, 0.17], [0.14, 0.10, -0.32], [-0.12, 0.05, 0.25], [-0.20, -0.08, 0.30], [0.06, 0.02, -0.24], [0.06, 0.12, -0.20], [0.23, -0.29, 0.23], [0.06, 0.11, -0.34], [0.07, -0.11, 0.09], [-0.18, 0.22, 0.11], [0.12, -0.36, 0.37], [0.17, 0.29, -0.23], [-0.05, -0.03, -0.06], [0.02, 0.08, -0.07], [-0.11, 0.08, 0.01], [0.11, 0.13, 0.00], [-0.02, -0.14, -0.04], [-0.01, -0.06, 0.02], [0.05, -0.08, 0.05], [-0.11, 0.04, 0.00], [0.04, 0.02, -0.02], [0.06, 0.01, -0.03], [-0.07, 0.00, -0.09], [0.03, 0.09, 0.03], [0.12, -0.02, -0.05], [0.05, 0.06, -0.12], [0.06, -0.01, 0.02], [0.11, -0.01, -0.10], [-0.03, -0.10, -0.07], [-0.06, 0.06, -0.11], [0.02, 0.00, -0.13], [0.03, 0.00, -0.10], [-0.09, 0.02, 0.11], [0.03, 0.10, 0.08], [0.06, -0.01, 0.11], [-0.10, 0.04, 0.02], [0.01, -0.06, 0.11], [-0.14, 0.13, 0.03], [0.06, -0.08, -0.11], [0.00, -0.06, 0.11], [-0.10, 0.00, 0.04], [0.00, -0.08, -0.01]],
  "lowdin_charge": [-0.0642, -0.2003, 0.0057, -0.4967, 0.1358, -0.1087, -0.1354, -0.1473, -0.2020, -0.0380, -0.2639, 0.0062, -0.0293, -0.2341, -0.3580, -0.0614, -0.2315, -0.0981, -0.0264, -0.0135, -0.4489, 0.1348, 0.0069, -0.1993, -0.0557, 0.0679, 0.0788, 0.0793, 0.1269, 0.1249, 0.1700, 0.1293, 0.1192, 0.1223, 0.1239, 0.1239, 0.1419, 0.1175, 0.1130, 0.1346, 0.0742, 0.0819, 0.0756, 0.1076, 0.1104, 0.0743, 0.0684, 0.0706, 0.1141, 0.0896, 0.1231, 0.1246, 0.0780, 0.0802, 0.0776],
  "orbital_gap_ev": 9.05,
  "mol_weight_da": 350.5,
  "energy_ev": -31465.3004,
  "fmax_ev_per_a": 0.532,
  "homo_energy_ev": -8.25
}